[1]
Entry from the Open Molecules 2025 dataset: C33H36N2O2PSi2Y as an isolated structure (wB97M-V/def2-TZVPD).

Geometry (Å):
1 Y -1.2130 0.5630 0.8227
2 O -0.3881 0.4712 4.7853
3 C 0.2794 0.7275 3.8091
4 O -0.1564 1.2215 2.6821
5 C 1.7759 0.4747 3.7919
6 C 2.4504 0.6262 4.9986
7 C 3.8303 0.5157 5.0574
8 C 4.5540 0.2530 3.9030
9 C 3.8868 0.0736 2.7018
10 C 2.4958 0.1549 2.6319
11 P 1.6898 -0.1209 1.0136
12 C 2.3971 1.2705 0.0495
13 C 3.1333 1.1051 -1.1171
14 C 3.5900 2.2117 -1.8250
15 C 3.3076 3.4929 -1.3766
16 C 2.5742 3.6672 -0.2079
17 C 2.1223 2.5643 0.5020
18 C 2.3619 -1.6193 0.2505
19 C 3.1746 -2.5567 0.8803
20 C 3.4831 -3.7543 0.2417
21 C 2.9788 -4.0270 -1.0203
22 C 2.1454 -3.1080 -1.6476
23 C 1.8302 -1.9214 -1.0085
24 H 1.8656 0.8499 5.8810
25 H 4.3445 0.6488 6.0007
26 H 5.6340 0.1853 3.9360
27 H 4.4593 -0.1225 1.8024
28 H 3.3567 0.1118 -1.4847
29 H 4.1627 2.0631 -2.7317
30 H 3.6634 4.3522 -1.9306
31 H 2.3631 4.6643 0.1597
32 H 1.5723 2.7006 1.4287
33 H 3.5565 -2.3753 1.8756
34 H 4.1130 -4.4781 0.7433
35 H 3.2169 -4.9630 -1.5092
36 H 1.7172 -3.3234 -2.6184
37 H 1.1430 -1.2339 -1.4929
38 C 0.2100 0.9313 -3.1857
39 Si -1.2090 0.5724 -1.9801
40 C -2.6572 1.5711 -2.6937
41 C -1.7082 -1.2407 -2.3630
42 C -1.6822 -1.6051 -3.7224
43 C -2.0478 -2.8657 -4.1638
44 C -2.4568 -3.8196 -3.2388
45 C -2.4883 -3.4878 -1.8948
46 C -2.1239 -2.2135 -1.4200
47 Si -2.2564 -1.9640 0.4682
48 C -4.0571 -2.3447 0.8605
49 C -1.2410 -3.3706 1.1933
50 H -0.1716 1.3461 -4.1257
51 H 0.7616 0.0193 -3.4352
52 H 0.9251 1.6490 -2.7774
53 H -2.8948 1.2135 -3.7021
54 H -2.4048 2.6366 -2.7571
55 H -3.5639 1.4798 -2.0852
56 H -1.3619 -0.8744 -4.4610
57 H -2.0172 -3.1039 -5.2211
58 H -2.7483 -4.8110 -3.5665
59 H -2.8071 -4.2483 -1.1869
60 H -4.2808 -3.4112 0.7481
61 H -4.7026 -1.7997 0.1638
62 H -4.3285 -2.0565 1.8803
63 H -1.6112 -4.3469 0.8618
64 H -1.2516 -3.3568 2.2874
65 H -0.1988 -3.2817 0.8670
66 C -1.7286 4.2974 0.6166
67 C -2.9776 3.4971 0.7256
68 N -3.0617 2.1956 0.9084
69 C -4.4099 1.8741 0.9379
70 C -5.1396 3.0016 0.7762
71 N -4.2155 4.0204 0.6440
72 H -0.8677 3.6444 0.4803
73 H -1.5603 4.8890 1.5174
74 H -1.7655 4.9681 -0.2423
75 H -4.7500 0.8597 1.0681
76 H -6.1995 3.1767 0.7394
77 H -4.4214 4.9937 0.5003

Values from the calculation:
Largest force on an atom in eV Å⁻¹: 2.1
DFT total energy in eV: -67970.2898
Frontier orbital gap in eV: 6.99
LUMO energy in eV: 0.1912


[2]
Entry from the Open Molecules 2025 dataset: C33H36N7SSeTc as an isolated structure (wB97M-V/def2-TZVPD).

Geometry (Å):
1 Tc -0.0834 0.1718 -1.7304
2 C 0.1786 2.2042 3.7951
3 C 1.3975 1.3450 3.7574
4 C 2.5345 1.7503 4.3183
5 C 3.7476 0.9561 4.3917
6 C 3.7573 -0.3404 3.8095
7 C 2.5344 -0.7949 3.3102
8 C 1.4952 0.1075 3.0361
9 N 0.5254 -0.2350 2.0846
10 C 0.7072 -0.7465 0.8409
11 N 1.9632 -0.9652 0.4048
12 C 2.3911 -1.1682 -0.9573
13 C 1.5595 -0.8107 -2.0551
14 C 2.0577 -0.9439 -3.3700
15 C 3.4101 -1.0685 -3.5433
16 C 4.2427 -1.4410 -2.5027
17 C 3.6907 -1.5738 -1.2275
18 C 4.5976 -2.0462 -0.1254
19 N -0.3297 -0.7648 -0.0071
20 C -1.6420 -0.7667 0.5816
21 C -2.4097 0.3671 0.5317
22 C -3.5217 0.4129 1.3699
23 C -3.9577 -0.6888 2.0934
24 C -3.2722 -1.9100 1.9533
25 C -2.1567 -1.9892 1.1690
26 C -1.6024 -3.3878 0.7961
27 H -0.1735 2.1672 4.8529
28 H -0.6256 1.8959 3.1408
29 H 0.4219 3.2700 3.5316
30 H 2.5606 2.7395 4.8165
31 H 4.5631 1.3472 4.9943
32 H 4.7129 -0.8674 3.5891
33 H 2.4323 -1.8076 3.0256
34 H -0.4106 0.1257 2.2755
35 H 2.6428 -1.2546 1.0958
36 H 1.4218 -0.7378 -4.2766
37 H 3.8910 -0.9062 -4.4741
38 H 5.3149 -1.5377 -2.5972
39 H 5.5962 -2.2570 -0.6085
40 H 4.2507 -2.9732 0.3662
41 H 4.7591 -1.3390 0.7705
42 H -2.0574 1.3157 0.1143
43 H -4.0944 1.3472 1.4502
44 H -4.8370 -0.6020 2.7367
45 H -3.6329 -2.8338 2.3935
46 H -2.2412 -3.9444 0.0894
47 H -1.6278 -4.0545 1.6763
48 H -0.5604 -3.3739 0.3744
49 N -5.0350 -3.6267 -1.8603
50 C -5.0333 -2.5478 -2.7039
51 S -6.4264 -1.8165 -3.2632
52 C -3.6463 -2.1210 -3.0473
53 C -2.4480 -2.8524 -2.8148
54 C -1.2486 -2.2324 -2.5852
55 N -1.1854 -0.8715 -2.9144
56 C -2.2592 -0.2029 -3.4698
57 C -3.5151 -0.7598 -3.5023
58 H -5.7949 -3.7885 -1.2226
59 H -4.1112 -3.9815 -1.6529
60 H -2.5991 -3.9282 -2.5986
61 H -0.3447 -2.7755 -2.4491
62 H -2.0577 0.7574 -3.8481
63 H -4.2993 -0.1668 -3.9640
64 C -1.9882 3.8828 -1.5082
65 N -0.6874 3.9224 -0.8602
66 C -0.4473 4.4802 0.3887
67 C 0.8363 4.2819 0.7467
68 N 1.3919 3.5379 -0.3008
69 C 2.8140 3.2052 -0.5022
70 C 0.4237 3.1261 -1.1242
71 Se 0.7216 2.1973 -2.8201
72 H -2.3426 4.9193 -1.6115
73 H -2.7589 3.3983 -0.8726
74 H -1.8595 3.3763 -2.5252
75 H -1.1104 5.2955 0.6939
76 H 1.3790 4.5490 1.6335
77 H 3.3497 4.1092 -0.6646
78 H 2.9039 2.4410 -1.2722
79 H 3.2574 2.7992 0.4338

Values from the calculation:
Largest force on an atom in eV Å⁻¹: 4.5
ΔE to the lowest compared entry with this formula, charge and spin in kcal/mol: 58.1
DFT total energy in eV: -123587.6473
Frontier orbital gap (alpha / beta) in eV: 5.53 / 5.10
2S+1: 4
LUMO energy (alpha / beta) in eV: -10.1741 / -10.5621
Net charge: +3
Expectation value of S²: 3.80


[3]
Entry from the Open Molecules 2025 dataset: C33H37BBa2F11O37P as an isolated structure (wB97M-V/def2-TZVPD).

Geometry (Å):
1 Ba 0.9022 -0.2955 0.8118
2 Ba 5.4654 -0.1420 0.0791
3 B -0.0502 2.1207 -0.0141
4 H 0.4799 2.2313 0.9192
5 H 0.5700 1.5940 -0.7228
6 H -0.9791 1.5975 0.1518
7 H -0.2926 3.1045 -0.3852
8 P 3.4097 -1.3604 1.8299
9 O 3.4229 0.1763 1.7151
10 O 2.0972 -1.8279 2.5360
11 O 4.8567 -1.7839 2.2709
12 O 3.2092 -1.6037 0.2622
13 C 2.7560 2.7692 3.3149
14 C 2.9563 1.9743 4.5557
15 O 1.6136 1.6041 4.8080
16 C 0.7552 2.5290 4.3786
17 O -0.4435 2.5834 4.5757
18 O 1.3905 3.2482 3.4648
19 F 3.4491 2.7937 5.5679
20 H 2.7064 2.1720 2.4044
21 H 3.5005 3.5288 3.0764
22 H 3.5877 1.1061 4.3668
23 C 1.3967 -2.4467 5.4393
24 C 0.9097 -3.7169 4.6825
25 O -0.3675 -3.8577 5.3205
26 C -0.4034 -3.2981 6.5423
27 O -1.2237 -3.5261 7.4079
28 O 0.8072 -2.7215 6.6621
29 F 1.6485 -4.7887 4.8208
30 H 1.0635 -1.5088 4.9949
31 H 2.4755 -2.3559 5.5661
32 H 0.7745 -3.5882 3.6086
33 C 4.2016 2.7457 -5.1740
34 C 2.8467 1.9876 -5.2445
35 O 2.9631 1.2864 -4.0276
36 C 4.1633 1.3374 -3.5007
37 O 4.4511 0.8232 -2.4470
38 O 4.9548 1.9930 -4.2279
39 F 3.0442 1.0958 -6.2273
40 H 4.0343 3.7360 -4.7504
41 H 4.6688 2.9477 -6.1379
42 H 1.9721 2.6154 -5.4147
43 C -2.1334 2.9338 -2.4790
44 C -0.7577 3.3848 -2.9084
45 O -0.9758 4.0625 -4.1600
46 C -2.2893 4.4281 -4.2119
47 O -2.7848 5.1919 -5.0190
48 O -2.9519 3.8831 -3.1520
49 F 0.1294 2.4418 -3.1590
50 H -2.3009 2.8322 -1.4068
51 H -2.1920 1.9268 -2.8923
52 H -0.2860 4.0537 -2.1886
53 C -2.4383 2.1807 2.0987
54 C -2.6047 3.6310 1.7378
55 O -3.4826 4.2042 2.7048
56 C -3.8618 3.2563 3.5465
57 O -4.5461 3.5442 4.5707
58 O -3.3596 2.0996 3.2096
59 F -3.1068 3.7332 0.4960
60 H -1.3796 1.9477 2.2121
61 H -2.7790 1.6023 1.2399
62 H -1.5987 4.0501 1.7166
63 C 2.5779 -1.9409 -4.8552
64 C 1.1888 -1.6138 -5.3475
65 O 0.4405 -1.1263 -4.2778
66 C 1.2881 -1.1457 -3.1888
67 O 0.9579 -0.8242 -2.0519
68 O 2.4246 -1.7841 -3.5031
69 F 0.7018 -2.7590 -5.7123
70 H 3.3435 -1.2585 -5.2243
71 H 2.9395 -2.9316 -5.1307
72 H 1.1474 -0.9070 -6.1763
73 C 2.1329 -4.6140 0.7704
74 C 1.7313 -3.9425 -0.5457
75 O 0.5190 -3.3247 -0.2503
76 C -0.0752 -3.9968 0.7745
77 O -1.2497 -3.8131 0.9796
78 O 0.8363 -4.7866 1.3491
79 F 1.4364 -4.8587 -1.4879
80 H 2.7609 -3.9904 1.4066
81 H 2.6209 -5.5881 0.7380
82 H 2.4371 -3.3140 -1.0888
83 C -4.9788 -0.5793 -0.3601
84 C -4.6918 -0.7498 -1.7620
85 O -3.3477 -1.0851 -1.8068
86 C -2.7712 -0.7927 -0.7173
87 O -1.5781 -0.9010 -0.4185
88 O -3.6819 -0.5193 0.1995
89 F -4.8633 0.3481 -2.4873
90 H -5.6134 -1.3961 -0.0163
91 H -5.4240 0.3648 -0.0463
92 H -5.2052 -1.6095 -2.1928
93 C -1.4244 -4.1956 -2.8578
94 C -2.9006 -4.4893 -3.2567
95 O -3.2539 -5.8442 -2.9918
96 C -2.1710 -6.3703 -2.4712
97 O -2.0914 -7.5479 -2.1150
98 O -1.0941 -5.5364 -2.5758
99 F -3.0667 -4.2772 -4.6221
100 H -1.3711 -3.3684 -2.1499
101 H -0.8366 -3.8398 -3.7040
102 H -3.6344 -3.8191 -2.8089
103 C -4.5025 -1.5844 3.7884
104 C -3.8259 -1.6028 5.1050
105 O -2.5899 -1.1419 4.7984
106 C -2.2842 -1.2031 3.4481
107 O -1.1825 -1.0563 2.9287
108 O -3.4582 -1.4219 2.8560
109 F -3.8430 -2.8565 5.4933
110 H -5.0035 -0.6164 3.7934
111 H -5.3239 -2.2834 3.6314
112 H -4.3863 -1.0638 5.8688
113 C 2.5683 3.7934 -0.9622
114 C 2.0200 4.8969 -0.2195
115 O 2.2341 5.9099 -1.1657
116 C 3.3320 5.6262 -1.9200
117 O 3.9646 6.4177 -2.6040
118 O 3.5561 4.3584 -1.7966
119 F 2.8630 5.1704 0.8260
120 H 1.7722 3.3271 -1.5427
121 H 2.8843 2.9738 -0.3168
122 H 1.0004 4.8175 0.1577

Values from the calculation:
Largest force on an atom in eV Å⁻¹: 6.3
DFT total energy in eV: -151828.2996
Frontier orbital gap in eV: 7.48
LUMO energy in eV: -1.6808